Molecular formula: C19H35BBrO5S
Method: DFT, ωB97M-V with the def2-TZVPD basis set

Summary:
net charge	-1
HOMO-LUMO gap	6.56	eV

Atoms and positions in Å:
C1 1.505 -2.979 2.124
C2 0.263 -2.124 2.569
C3 0.321 -0.777 1.825
Br1 2.071 0.050 2.363
C4 -0.892 0.157 2.132
C5 -0.748 0.646 3.594
O1 -1.981 -0.711 2.124
B1 -2.903 -0.304 1.033
C6 -3.705 -1.431 0.177
C7 -3.121 -1.745 -1.232
C8 -3.955 -1.126 -2.375
S1 -4.521 -2.347 -3.622
O2 -2.188 0.742 0.305
C9 -1.153 1.342 1.060
C10 -1.512 2.688 1.665
C11 -2.861 2.721 2.350
O3 -3.064 3.180 3.425
C12 -0.014 1.393 0.015
C13 -0.201 2.463 -1.062
C14 0.996 2.510 -2.065
C15 1.719 1.169 -2.262
C16 2.880 0.935 -1.255
C17 4.252 0.959 -1.892
O4 4.397 0.078 -3.023
C18 4.080 -1.221 -2.772
C19 4.560 -1.917 -1.518
O5 3.472 -1.813 -3.577
H1 2.239 -3.077 2.918
H2 1.952 -2.615 1.202
H3 1.153 -3.998 1.933
H4 0.370 -1.994 3.641
H5 -0.603 -2.698 2.270
H6 0.414 -1.033 0.773
H7 -1.755 0.799 3.972
H8 -0.290 -0.099 4.243
H9 -0.149 1.548 3.689
H10 -3.826 0.279 1.657
H11 -3.779 -2.361 0.750
H12 -4.734 -1.089 0.071
H13 -2.061 -1.505 -1.331
H14 -3.205 -2.825 -1.380
H15 -4.877 -0.706 -1.982
H16 -3.432 -0.316 -2.881
H17 -3.381 -2.969 -3.987
H18 -1.541 3.471 0.905
H19 -0.776 3.024 2.398
H20 -3.708 2.316 1.768
H21 -0.078 0.440 -0.491
H22 0.965 1.549 0.472
H23 -0.301 3.473 -0.669
H24 -1.079 2.209 -1.658
H25 0.704 2.980 -3.004
H26 1.730 3.193 -1.618
H27 1.039 0.322 -2.267
H28 2.179 1.174 -3.254
H29 2.829 1.668 -0.453
H30 2.674 -0.022 -0.775
H31 4.524 1.948 -2.250
H32 5.002 0.708 -1.132
H33 4.292 -1.416 -0.590
H34 4.162 -2.923 -1.493
H35 5.651 -1.993 -1.550

Molecular formula: C19H35BN9OTi
Method: DFT, ωB97M-V with the def2-TZVPD basis set

Summary:
ΔE to the lowest compared entry with this formula, charge and spin	9.1	kcal per mole
spin multiplicity	3
net charge	+1
⟨S²⟩	2.010
HOMO-LUMO gap (spin up / spin down)	5.97 / 9.71	eV

Atoms and positions in Å:
Ti1 0.341 -0.158 0.177
C1 2.401 -3.535 2.013
C2 2.439 -2.405 1.203
N1 1.227 -1.859 1.089
N2 0.401 -2.634 1.809
C3 1.077 -3.642 2.379
B1 -1.127 -2.512 1.697
N3 -1.539 -1.143 2.219
C4 -2.458 -0.817 3.145
C5 -2.528 0.557 3.211
C6 -1.596 1.002 2.275
N4 -1.002 -0.038 1.688
N5 -1.391 -2.529 0.180
C7 -2.094 -3.430 -0.525
C8 -1.902 -3.170 -1.866
C9 -1.045 -2.073 -1.888
N6 -0.753 -1.688 -0.646
H1 3.211 -4.182 2.276
H2 3.306 -2.004 0.713
H3 0.595 -4.364 3.004
H4 -1.679 -3.402 2.245
H5 -3.006 -1.561 3.686
H6 -3.143 1.165 3.841
H7 -1.384 2.023 2.004
H8 -2.674 -4.190 -0.043
H9 -2.312 -3.701 -2.700
H10 -0.658 -1.558 -2.746
C10 2.314 0.573 2.559
N7 1.921 1.035 1.224
C11 1.503 2.426 1.381
C12 3.080 0.992 0.324
C13 2.686 1.160 -1.144
N8 1.727 0.147 -1.605
C14 2.421 -1.103 -1.941
C15 1.136 0.647 -2.850
H11 3.061 1.249 3.002
H12 2.749 -0.424 2.522
H13 1.435 0.546 3.205
H14 2.321 3.036 1.793
H15 0.663 2.485 2.070
H16 1.222 2.847 0.420
H17 3.593 0.040 0.463
H18 3.797 1.790 0.584
H19 3.596 1.131 -1.768
H20 2.226 2.144 -1.280
H21 2.828 -1.060 -2.959
H22 1.728 -1.944 -1.878
H23 3.255 -1.284 -1.270
H24 1.926 0.878 -3.582
H25 0.554 1.550 -2.675
H26 0.481 -0.101 -3.292
C16 -3.023 0.419 -1.630
N9 -2.509 1.767 -1.673
C17 -3.279 2.727 -2.429
C18 -1.370 2.132 -1.020
C19 -1.111 3.620 -0.939
O1 -0.560 1.289 -0.555
H27 -4.096 0.444 -1.422
H28 -2.519 -0.129 -0.832
H29 -2.862 -0.099 -2.583
H30 -4.012 2.193 -3.030
H31 -2.635 3.292 -3.103
H32 -3.809 3.430 -1.782
H33 -0.843 4.029 -1.914
H34 -0.302 3.831 -0.245
H35 -2.001 4.138 -0.588

Molecular formula: C19H35BNO2PW
Method: DFT, ωB97M-V with the def2-TZVPD basis set

Summary:
spin multiplicity	3
net charge	+2
⟨S²⟩	2.048
HOMO-LUMO gap (spin up / spin down)	6.67 / 7.04	eV

Atoms and positions in Å:
C1 -3.871 2.146 0.288
C2 -3.068 2.201 -0.847
C3 -1.724 1.825 -0.752
C4 -1.156 1.455 0.478
C5 -1.973 1.428 1.619
C6 -3.326 1.760 1.516
C7 -0.892 1.719 -1.976
C8 0.623 1.923 -1.793
N1 1.174 3.054 -0.915
W1 0.973 1.131 0.434
C9 -1.389 0.938 2.889
P1 0.479 1.049 2.720
H1 -3.444 2.531 -1.825
H2 -3.917 1.715 2.432
H3 -4.931 2.399 0.212
H4 -1.639 -0.121 3.066
H5 -1.689 1.543 3.755
H6 -0.987 0.700 -2.403
H7 -1.275 2.406 -2.751
H8 1.222 0.923 -1.592
C10 1.126 -0.129 3.934
C11 0.787 2.680 3.473
H9 0.993 2.066 -2.838
C12 0.316 4.129 -0.302
C13 2.401 3.671 -1.530
H10 0.914 -0.944 0.615
H11 0.652 5.114 -0.686
H12 -0.756 4.010 -0.452
H13 0.540 4.132 0.772
H14 2.297 4.769 -1.616
H15 3.233 3.453 -0.860
H16 2.620 3.253 -2.520
H17 0.537 2.578 4.545
H18 1.854 2.914 3.333
H19 0.164 3.457 2.996
H20 0.729 0.138 4.927
H21 0.832 -1.152 3.654
H22 2.220 -0.034 3.919
H23 1.896 2.550 0.467
C14 -1.171 -3.393 -2.369
C15 -0.411 -3.445 -1.044
C16 -0.959 -4.650 -0.281
O1 -0.661 -2.249 -0.277
B1 0.519 -1.497 -0.384
O2 1.465 -2.019 -1.283
C17 1.155 -3.415 -1.283
C18 1.892 -4.120 -0.144
C19 1.615 -4.036 -2.588
H24 -1.074 -4.341 -2.917
H25 -0.817 -2.588 -3.018
H26 -2.236 -3.238 -2.178
H27 -2.049 -4.554 -0.174
H28 -0.758 -5.578 -0.837
H29 -0.528 -4.746 0.723
H30 1.733 -5.206 -0.227
H31 2.970 -3.926 -0.211
H32 1.557 -3.782 0.847
H33 1.130 -3.575 -3.451
H34 2.694 -3.914 -2.697
H35 1.390 -5.110 -2.591

- The lowest net charge belongs to which entry?
  C19H35BBrO5S